7
Properties=species:S:1:pos:R:3 method="wB97M-V/def2-TZVPD" gap_ev="6.57 / 7.23" de_lowest_kcal_mol=58.0
C -0.720 0.451 -0.053
N 0.107 0.592 -1.079
N -0.161 -0.326 0.920
N 1.115 -0.048 -0.695
N 1.027 -0.608 0.438
Br -2.322 1.375 -0.063
Br -2.016 -1.893 0.190